A structure of composition C43H43CoN3O2P2Si. Source: OMol25; level of theory: ωB97M-V/def2-TZVPD.

Geometry as ORCA input:
```
! RIJCOSX wB97M-V def2-TZVPD def2/J DEFGRID3
* xyz 1 5
Co -0.88 -0.66 -0.14
O -1.21 -2.14 -1.68
N -0.55 -3.20 -1.46
N 0.27 -3.20 -0.49
O 0.47 -2.13 0.25
C 1.02 -4.36 -0.25
C 2.17 -4.28 0.53
C 2.89 -5.44 0.78
C 2.46 -6.65 0.26
C 1.33 -6.71 -0.54
C 0.60 -5.56 -0.80
H 2.47 -3.33 0.93
H 3.78 -5.40 1.39
H 3.00 -7.56 0.49
H 1.01 -7.65 -0.96
H -0.29 -5.59 -1.41
C 0.81 1.95 -2.08
N 1.63 2.46 -1.02
C 1.42 2.12 0.37
P -0.21 1.40 0.91
C 0.17 1.12 2.67
C -0.03 2.07 3.66
C 0.25 1.75 4.98
C 0.75 0.50 5.30
C 0.96 -0.45 4.31
C 0.66 -0.14 3.00
C -1.38 2.78 0.89
C -2.55 2.63 1.63
C -3.55 3.58 1.54
C -3.40 4.67 0.70
C -2.25 4.82 -0.05
C -1.23 3.88 0.05
C 2.60 3.41 -1.31
C 2.62 4.09 -2.53
C 3.59 5.04 -2.81
C 4.55 5.36 -1.87
C 4.54 4.70 -0.65
C 3.60 3.73 -0.38
P 0.20 0.17 -2.04
C 1.66 -0.84 -2.39
C 2.88 -0.53 -1.78
C 3.93 -1.42 -1.85
C 3.79 -2.61 -2.54
C 2.60 -2.90 -3.19
C 1.53 -2.03 -3.11
C -0.78 0.19 -3.56
C -2.16 0.35 -3.43
C -2.96 0.35 -4.55
C -2.40 0.16 -5.80
C -1.03 -0.01 -5.93
C -0.21 0.03 -4.82
H 1.37 2.02 -3.02
H -0.12 2.53 -2.19
H 1.59 3.01 0.99
H 2.15 1.35 0.69
H -0.42 3.05 3.41
H 0.08 2.48 5.76
H 0.97 0.25 6.33
H 1.35 -1.42 4.55
H 0.79 -0.87 2.21
H -2.66 1.75 2.26
H -4.45 3.47 2.13
H -4.20 5.39 0.61
H -2.13 5.66 -0.71
H -0.32 4.03 -0.52
H 1.86 3.91 -3.28
H 3.58 5.53 -3.77
H 5.29 6.11 -2.08
H 5.29 4.93 0.09
H 3.66 3.22 0.57
H 3.00 0.41 -1.27
H 4.87 -1.18 -1.37
H 4.62 -3.31 -2.58
H 2.50 -3.81 -3.76
H 0.60 -2.27 -3.59
H -2.58 0.45 -2.43
H -4.03 0.48 -4.45
H -3.03 0.13 -6.68
H -0.59 -0.17 -6.91
H 0.86 -0.09 -4.92
C -3.29 -3.42 3.82
Si -3.88 -1.64 3.50
C -3.27 -0.48 4.88
C -5.75 -1.53 3.18
C -3.05 -1.09 1.92
C -2.46 -0.78 0.90
H -3.79 -3.84 4.69
H -2.22 -3.46 3.99
H -3.51 -4.07 2.97
H -3.72 -0.74 5.84
H -3.52 0.56 4.68
H -2.19 -0.54 5.00
H -6.32 -1.85 4.05
H -6.03 -2.17 2.35
H -6.06 -0.52 2.93
*
```

Output
- LUMO energy (spin up / spin down) (eV) = -2.46 / -6.45
- E_HOMO (spin up / spin down) (eV) = -9.61 / -10.11
- E (Ha) = -4333.7024
- molecular weight (u) = 782.803
- energy above the lowest of the compared OMol25 structures with the same formula, charge and spin (kcal per mole) = 34.5